C35H51N3OPS3Sn as an isolated structure. Source: the Open Molecules 2025 dataset; level of theory: ωB97M-V/def2-TZVPD.

Geometry as XYZ:
```
95
Properties=species:S:1:pos:R:3:mulliken_charge:R:1
Sn 0.17616 -0.15649 -0.21729 1.023
S -2.68099 0.39327 -3.94441 -0.339
S 2.09646 1.09596 0.70516 -0.523
S -0.94313 2.57899 -0.79042 -0.006
P 0.49360 -3.51348 -2.71390 -0.924
O -0.01449 -2.45723 -1.75571 0.363
N -1.67107 0.60592 1.51988 1.223
N -2.17769 1.83570 -1.64443 -0.233
N 0.61656 -1.42290 1.79296 1.071
C -0.54588 -5.02242 -2.62241 0.010
C -1.76302 2.96334 0.72436 0.832
C 0.84057 -7.11841 -2.05024 -0.277
C -2.86821 -0.09929 1.01370 -1.042
C 4.60256 -4.42555 -3.06135 -0.969
C -1.24002 -5.19345 -1.26137 -1.290
C -2.33551 1.21176 -2.65510 0.529
C 0.99957 -1.59256 -4.73523 -1.121
C -0.63017 -1.41174 2.58643 -1.156
C -2.67707 2.40656 2.86389 -0.346
C -3.03569 3.73209 3.05538 -0.970
C 2.10237 -1.62077 3.73655 -0.481
C 3.18610 -1.20984 4.48769 -0.985
C 1.22538 -4.02063 -6.41622 -0.349
C -0.40624 -5.95656 -0.23992 0.076
C 3.57320 0.56880 2.92287 -0.688
C 0.89358 -2.78817 1.30026 -1.103
C 4.91982 -4.20164 -1.58912 -0.922
C 3.92239 -0.10718 4.07487 -0.634
C 0.00335 -7.31402 -0.79362 -1.362
C 0.08746 -6.33233 -3.12403 -1.083
C 0.15837 -2.83039 -4.38820 0.570
C -2.75145 4.68287 2.09166 -0.661
C 1.74632 -0.94142 2.57680 -0.502
C 2.26874 -1.90549 -5.52085 0.209
C 2.99128 -2.57208 -1.90177 -0.702
C 2.24448 -3.86052 -2.28529 1.501
C 1.96488 -2.73308 -6.76581 -1.244
C 4.25342 -2.90921 -1.09683 -0.540
C -2.12268 4.29200 0.92259 -0.506
C -1.16603 -0.00404 2.76915 -1.064
C 3.10386 -4.69556 -3.25392 -0.127
C 2.47972 0.16261 2.15354 0.913
C -2.01668 2.00222 1.71045 -0.668
C -0.04116 -3.72804 -5.61956 -1.215
H -3.54171 4.01697 3.96572 0.419
H 1.88424 -4.68845 -5.85491 0.129
H 4.95242 -2.07396 -1.17251 0.554
H 1.22371 -1.02068 -3.83059 0.058
H -0.89199 -7.89734 -1.02757 0.400
H 5.99603 -4.15858 -1.42272 0.519
H 1.53878 -2.48888 4.05217 0.284
H 2.91416 -5.75730 -3.09782 0.504
H -2.92429 1.68932 3.63044 0.375
H -2.16174 -5.75769 -1.43262 0.560
H 2.83207 -4.48600 -4.28525 -0.839
H 1.34230 -2.14023 -7.44300 0.404
H -1.35226 -2.07077 2.10452 0.593
H -0.44176 -1.82441 3.58176 0.413
H 0.73662 -6.14519 -3.98236 0.175
H -0.36630 0.63718 3.14912 0.642
H 1.14897 -8.07914 -2.46622 0.467
H 4.76972 0.22684 4.65364 0.422
H 4.55516 -5.05964 -1.01629 0.341
H 1.75644 -6.59808 -1.76171 0.019
H 5.17224 -5.26502 -3.46141 0.560
H 3.45610 -1.74739 5.38398 0.434
H -0.83893 -2.44997 -4.11121 0.351
H -1.95068 -0.04641 3.53096 0.425
H 0.50046 -5.39357 0.00649 -0.137
H 4.14278 1.42744 2.60047 0.466
H 2.34330 -1.90921 -1.32226 -0.732
H -3.02361 5.71639 2.24231 0.414
H -3.62240 -0.20181 1.80018 0.342
H 0.56703 -7.88080 -0.05114 0.466
H 0.95786 -4.56160 -7.32586 0.467
H -0.55989 -4.65346 -5.36547 0.294
H 0.90248 -3.50210 2.12648 0.458
H -0.72377 -6.96504 -3.49639 0.507
H 2.98584 -2.44056 -4.89506 -0.277
H -2.60555 -1.08611 0.63398 0.208
H 2.88636 -2.95744 -7.30472 0.449
H 0.14257 -3.06869 0.56870 0.554
H 0.37280 -0.94069 -5.35266 0.653
H 3.26006 -2.02578 -2.80840 0.660
H -0.72254 -3.17800 -6.27870 0.588
H -1.53650 -4.21392 -0.88344 0.217
H -1.33533 -4.74958 -3.33398 0.747
H -1.89757 5.01350 0.15097 0.462
H 2.75227 -0.96829 -5.80297 0.474
H -3.28804 0.47218 0.18854 0.407
H -0.97049 -6.06665 0.68840 0.457
H 1.87011 -2.79329 0.81814 -0.118
H 4.90636 -3.54578 -3.63519 0.265
H 2.11422 -4.43184 -1.35365 0.178
H 4.00240 -3.00188 -0.03597 0.031
```

Values from the calculation:
Energy above the lowest of the compared OMol25 structures with the same formula, charge and spin in eV: 2.286
Multiplicity: 1
Net charge: +1

***

C35H52As4GaNOS as an isolated structure. Source: the Open Molecules 2025 dataset; level of theory: ωB97M-V/def2-TZVPD.

Geometry as XYZ:
```
95
Properties=species:S:1:pos:R:3:mulliken_charge:R:1
As 0.42132 -2.49140 -0.18513 1.117
As -2.09596 1.31069 -0.25503 0.871
As -2.24011 -7.36522 -0.06724 0.288
As -3.15164 -2.02317 0.03677 0.666
Ga 0.03919 -0.00004 -0.23874 0.904
S 0.97432 1.43055 1.19780 -0.397
O 1.36805 0.08743 -1.63333 -0.216
N 2.57596 0.97142 -3.26149 -0.067
C -1.27443 -3.76023 2.30414 -1.628
C -5.23344 1.44618 -2.99544 -0.838
C -2.65443 0.50240 2.44296 -0.258
C 3.70543 0.24311 -1.17509 0.254
C 0.08722 2.91572 0.74646 0.904
C -4.72038 2.25710 -4.00216 -0.666
C 0.07361 5.32455 0.86454 -0.707
C 2.50526 0.43997 -2.05989 0.050
C -5.14715 1.73520 2.55577 -0.833
C -1.20488 5.35636 0.31728 -0.940
C 0.71404 4.11375 1.08082 -0.968
C -1.17504 2.94781 0.16485 -0.251
C -4.17734 -7.07319 -0.12968 -1.031
C -1.82586 -6.59357 -1.82564 -0.927
C -1.82217 4.16847 -0.03276 -0.292
C 4.93947 0.35316 -3.84032 -0.524
C -3.43660 2.78371 -3.89619 -0.770
C -4.41950 1.76638 1.37253 -0.795
C -2.66318 2.50757 -2.77934 -0.725
C -3.14399 -2.23496 -1.92356 -1.173
C -4.46496 1.16321 -1.87385 0.034
C 5.76863 0.74146 -2.61242 -0.727
C -3.19190 1.71642 -1.76297 0.578
C -3.38692 0.48016 3.61908 -0.769
C 1.46089 -2.90032 -1.77221 -1.330
C -1.74483 -5.95821 1.25056 -2.206
C -0.49243 -4.22380 -0.03605 -1.726
C -5.07343 -1.92153 0.34433 -1.364
C 4.90271 1.16750 -1.42443 -1.000
C 1.80615 -2.53055 1.17015 -1.234
C 3.77443 1.30397 -4.07704 -0.789
C -4.63736 1.08725 3.67103 -0.645
C -1.62954 -4.44607 0.97167 2.682
C -3.17930 1.14243 1.32438 1.286
C -2.97026 -3.94365 0.41536 -1.501
H 1.68380 1.09272 -3.71125 0.318
H -1.72059 6.29947 0.17390 0.449
H -4.81724 2.28320 0.51249 0.432
H -4.46057 -6.14735 -0.63086 0.222
H -3.04359 3.41991 -4.68170 0.432
H -6.11288 2.22261 2.60141 0.466
H 1.52896 -3.97875 -1.86090 0.613
H 2.47619 -1.69357 0.98541 0.287
H -2.07344 -3.90380 3.03595 0.521
H 2.36437 -3.45915 1.09630 0.543
H -3.30970 -1.29563 -2.43963 0.401
H -1.66859 2.91582 -2.69460 0.541
H -1.68192 0.04310 2.40752 0.160
H -3.91544 -2.94138 -2.23275 0.450
H 3.44840 1.25181 -5.10942 0.460
H -2.81682 4.18609 -0.45604 0.437
H 0.57597 6.24816 1.13189 0.423
H 1.38631 -2.43148 2.16646 0.361
H -0.35233 -4.17496 2.72496 0.376
H 5.57512 0.36074 -4.72590 0.408
H -2.15574 -7.32986 -2.55928 0.453
H -3.75342 -4.21270 1.12461 0.831
H -2.49212 -6.10379 2.03594 0.607
H -0.80302 -4.47434 -1.04532 0.319
H 4.54451 2.19281 -1.55724 0.325
H -0.80126 -6.30576 1.67996 0.554
H -2.17553 -2.62621 -2.23628 0.302
H -5.21329 1.06035 4.58959 0.434
H 0.37319 -4.83878 0.21501 0.825
H 6.40377 -0.09931 -2.32656 0.328
H 4.55076 -0.66636 -3.74780 0.273
H -4.62654 -7.91003 -0.66408 0.422
H 1.70152 4.08880 1.53063 0.493
H 6.43437 1.56692 -2.87286 0.370
H -4.85467 0.52100 -1.09825 0.201
H 0.99436 -2.49377 -2.66373 0.329
H -5.44641 -0.90810 0.21376 0.327
H 5.51068 1.16927 -0.52146 0.434
H 4.01532 -0.80531 -1.26382 0.186
H -0.74949 -6.46897 -1.95404 0.262
H -2.34489 -5.65426 -2.03393 0.186
H -3.19444 -4.45813 -0.51780 -0.414
H -1.14235 -2.68263 2.17456 -0.059
H 4.07333 2.33238 -3.88032 0.305
H -5.32602 2.47968 -4.87468 0.418
H -5.25577 -2.21021 1.37843 0.422
H 2.45835 -2.48672 -1.66782 0.247
H -5.60898 -2.60196 -0.31471 0.443
H -6.23557 1.03661 -3.08078 0.460
H -2.98434 -0.01466 4.49592 0.471
H 3.33175 0.37274 -0.16268 0.287
H -4.57589 -7.07316 0.88608 0.317
```

Values from the calculation:
Energy above the lowest of the compared OMol25 structures with the same formula, charge and spin in eV: 0.646
Multiplicity: 1
Net charge: +2

***

Among the records above, which one has the lowest energy above the lowest of the compared OMol25 structures with the same formula, charge and spin? C35H52As4GaNOS

***

The lowest energy above the lowest of the compared OMol25 structures with the same formula, charge and spin belongs to which entry? C35H52As4GaNOS

***

The lowest net charge belongs to which entry? C35H51N3OPS3Sn